Record 1
ORCA calculation (ωB97M-V/def2-TZVPD) on 2 unconnected molecules or ions with the total composition C2H11N2 in a non-equilibrium geometry.

spin multiplicity	2
energy relative to the best compared isomer or geometry (same formula, charge and spin)	0.0	kJ/mol
LUMO energy (spin up / spin down)	1.214 / 0.822	eV
calculated total energy	-192.183535	hartree
HOMO energy (spin up / spin down)	-3.1 / -10.8	eV
net charge	0
gap between HOMO and LUMO (spin up / spin down)	4.31 / 11.66	eV

Atoms and positions in Å:
N (-0.060, -0.427, -3.111)
N (-0.187, -0.160, 0.059)
H (0.179, -0.065, -0.901)
H (0.320, 0.795, 3.286)
C (-0.138, 0.199, 2.483)
H (0.062, -0.840, 2.738)
H (1.536, 0.232, 1.149)
H (-1.220, 0.365, 2.478)
C (0.507, 0.597, 1.164)
H (-0.188, -1.188, 0.250)
H (0.260, -1.353, -3.423)
H (-0.842, -0.205, -3.723)
H (0.265, 1.633, 0.967)
H (-1.178, 0.213, -0.017)
H (0.683, 0.206, -3.398)

---

Record 2
ORCA calculation (ωB97M-V/def2-TZVPD) on a molecular structure, C2H5NO.

spin multiplicity	1
energy relative to the best compared isomer or geometry (same formula, charge and spin)	467.0	kJ/mol
LUMO energy	-0.883	eV
calculated total energy	-209.044471	hartree
HOMO energy	-10.3	eV
net charge	0
gap between HOMO and LUMO	9.39	eV

Atoms and positions in Å:
H (2.344, -0.295, -0.293)
C (-1.278, 0.033, -0.017)
N (0.673, -0.819, -0.127)
H (2.179, -0.825, 0.255)
H (-1.523, -1.025, -0.127)
H (-1.685, 0.412, 0.922)
C (0.261, 0.404, 0.049)
O (0.694, 1.524, 0.209)
H (-1.665, 0.592, -0.871)

---

Record 3
ORCA calculation (ωB97M-V/def2-TZVPD) on a single C3H5N5 molecule in a non-equilibrium geometry.

spin multiplicity	1
energy relative to the best compared isomer or geometry (same formula, charge and spin)	415.2	kJ/mol
LUMO energy	0.565	eV
calculated total energy	-390.960253	hartree
HOMO energy	-7.8	eV
SMILES	N/N=c1\cc[nH]nn1
net charge	0
gap between HOMO and LUMO	8.34	eV

Atoms and positions in Å:
H (3.359, -0.549, -0.377)
C (0.322, -0.608, 0.161)
H (0.573, 1.523, 0.732)
C (-1.369, 0.898, -0.060)
H (-2.989, -0.100, -0.524)
N (1.510, -0.990, -0.254)
H (-1.925, 1.836, -0.057)
H (2.513, 0.660, 0.314)
N (2.477, -0.135, -0.293)
N (-2.060, -0.196, -0.545)
N (-1.757, -1.470, 0.044)
C (-0.103, 0.799, 0.456)
N (-0.552, -1.668, 0.401)

---

Record 4
ORCA calculation (ωB97M-V/def2-TZVPD) on a molecular structure, C21H42CoN3OS in a non-equilibrium geometry.

spin multiplicity	5
energy relative to the best compared isomer or geometry (same formula, charge and spin)	99.7	kJ/mol
LUMO energy (spin up / spin down)	-11.284 / -14.767	eV
calculated total energy	-2844.340529	hartree
HOMO energy (spin up / spin down)	-20.8 / -20.9	eV
net charge	+4
gap between HOMO and LUMO (spin up / spin down)	9.47 / 6.12	eV

Atoms and positions in Å:
H (-3.377, 1.824, -5.436)
H (-4.490, 2.503, -4.425)
C (-1.973, 0.716, 1.238)
H (-3.040, 2.094, -0.100)
C (-3.774, 0.628, -3.717)
C (3.063, -0.568, -4.135)
H (1.031, -0.047, 4.921)
H (-4.627, 0.567, -3.044)
H (-1.982, -0.867, -2.335)
H (-0.512, -3.023, 3.614)
C (-3.198, 1.477, 0.786)
C (3.727, -0.097, -0.318)
H (4.994, -2.693, 0.491)
H (-3.650, -0.339, -4.199)
C (4.135, -3.225, 0.907)
C (-0.825, 1.433, 1.563)
H (-3.874, -1.059, 0.489)
C (-1.219, -1.220, 2.642)
H (1.858, 1.259, 3.660)
H (-1.652, 1.092, -3.639)
H (0.351, 3.127, 0.864)
H (2.477, -1.465, -3.943)
H (-1.323, 3.158, 0.323)
C (-2.107, -0.682, 1.705)
C (1.310, 0.819, -2.993)
H (-0.225, -1.262, 5.142)
H (-3.464, 2.170, 1.591)
H (1.183, -1.646, 4.188)
H (-3.927, -1.706, 2.121)
H (3.851, -0.479, -3.388)
H (3.375, 0.521, -1.145)
C (-0.249, -0.392, 3.205)
H (4.503, 0.173, 1.705)
H (4.607, 1.579, 0.670)
H (1.537, 0.697, -5.048)
H (1.374, 2.584, 2.575)
O (1.141, -0.672, 0.222)
H (-4.909, 1.237, -5.382)
N (-2.170, 0.034, -1.897)
C (-2.497, 1.029, -2.956)
H (-2.940, -2.496, 0.925)
H (3.246, -1.560, 2.034)
H (0.535, 2.318, 4.095)
C (-1.408, -2.623, 3.151)
C (1.014, 1.805, 3.240)
N (-4.152, 1.614, -4.802)
H (-0.928, 3.548, 1.984)
C (3.974, 0.730, 0.933)
C (0.480, -0.838, 4.424)
H (3.040, 1.121, 1.336)
H (-4.063, 0.840, 0.626)
C (-3.266, -1.512, 1.267)
H (-3.002, -0.114, -1.329)
H (4.621, -0.632, -0.650)
H (2.083, -2.828, 1.567)
H (-2.198, -2.649, 3.911)
C (2.982, -2.285, 1.265)
N (0.628, 0.935, -2.075)
H (3.823, -4.001, 0.208)
H (2.788, 1.604, -4.219)
H (-1.714, -3.311, 2.366)
C (-0.674, 2.885, 1.150)
C (2.178, 0.700, -4.164)
C (0.011, 0.919, 2.626)
H (-2.617, 2.009, -2.494)
S (2.472, -1.386, -0.198)
H (3.537, -0.674, -5.108)
H (4.481, -3.716, 1.815)
Co (-0.386, 0.320, -0.406)

---

Record 5
ORCA calculation (ωB97M-V/def2-TZVPD) on a single C7H6O4 molecule in a non-equilibrium geometry.

spin multiplicity	1
energy relative to the best compared isomer or geometry (same formula, charge and spin)	146.6	kJ/mol
LUMO energy	0.211	eV
calculated total energy	-571.266194	hartree
HOMO energy	-8.1	eV
SMILES	O=c1c(O)cccc(O)c1O
net charge	0
gap between HOMO and LUMO	8.29	eV

Atoms and positions in Å:
C (1.635, 0.049, -0.058)
H (0.651, -2.979, 0.086)
C (1.213, 1.407, -0.042)
C (-0.047, 1.934, 0.003)
C (0.761, -1.045, -0.032)
O (1.322, -2.242, 0.048)
O (2.944, -0.173, -0.020)
O (-1.026, -2.403, -0.042)
C (-1.657, -0.072, -0.031)
H (-2.247, 1.893, 0.017)
O (-2.891, -0.559, 0.003)
H (2.014, 2.122, 0.037)
C (-0.696, -1.204, -0.079)
C (-1.355, 1.265, -0.047)
H (-0.100, 2.994, 0.162)
H (-3.542, 0.168, 0.063)
H (3.020, -1.156, -0.068)

---

Record 6
ORCA calculation (ωB97M-V/def2-TZVPD) on 2 unconnected molecules or ions with the total composition C26H28N2O3 in a non-equilibrium geometry.

spin multiplicity	1
energy relative to the best compared isomer or geometry (same formula, charge and spin)	335.4	kJ/mol
LUMO energy	-0.897	eV
calculated total energy	-1342.761471	hartree
HOMO energy	-6.9	eV
SMILES	C=C1N(c2c(C)cc(C)cc2C)C=CN1c1c(C)cc(C)cc1C.O=C1C=CC(=O)O1
net charge	0
gap between HOMO and LUMO	6.01	eV

Atoms and positions in Å:
H (3.759, 3.251, -0.016)
H (-4.757, -1.439, 2.252)
C (2.374, -1.082, -3.652)
C (-0.996, 2.075, 2.314)
H (-1.437, -0.464, 2.823)
O (2.785, -4.428, -4.103)
C (1.994, 0.678, 0.880)
C (-3.328, 2.516, -1.020)
C (-4.436, -0.670, 1.570)
C (0.342, 1.947, 2.326)
H (-3.195, 3.415, -0.419)
H (0.855, -2.546, 0.984)
N (0.766, 1.418, 1.085)
C (-3.257, 0.009, 1.819)
C (-6.454, -1.169, 0.213)
H (0.291, -1.226, 1.997)
H (-5.425, 0.880, -1.232)
H (-1.298, 0.643, -1.533)
H (2.346, 3.264, 1.035)
H (3.953, 3.073, 1.734)
C (4.337, -0.777, 0.383)
C (3.325, 2.810, 0.882)
C (-3.649, 1.351, -0.155)
O (1.949, -2.634, -5.289)
C (4.375, 0.602, 0.510)
C (-0.387, 1.269, 0.272)
C (-2.824, 1.010, 0.931)
H (-2.418, 2.358, -1.596)
C (3.122, -1.424, 0.535)
H (-7.164, -1.027, 1.029)
H (2.421, -0.127, -3.154)
H (5.366, -2.614, 0.013)
C (5.578, -1.548, 0.112)
H (-4.132, 2.708, -1.732)
H (5.319, 1.113, 0.428)
H (6.043, -1.212, -0.816)
H (-6.229, -2.234, 0.136)
C (-4.812, 0.632, -0.383)
N (-1.509, 1.600, 1.083)
C (-5.213, -0.390, 0.462)
H (3.232, -2.450, -2.225)
C (1.837, -1.309, -4.994)
H (-2.855, -1.238, 3.509)
H (0.992, 2.177, 3.149)
C (0.696, -1.469, 1.016)
H (6.295, -1.423, 0.924)
H (-0.054, -1.236, 0.262)
O (1.377, -0.436, -5.693)
H (-1.601, 2.430, 3.126)
C (2.786, -2.252, -3.185)
C (1.959, -0.723, 0.788)
C (3.227, 1.336, 0.751)
C (-0.392, 0.813, -0.994)
C (-2.491, -0.321, 3.046)
H (-6.939, -0.862, -0.714)
H (0.525, 0.630, -1.512)
H (-2.581, 0.476, 3.783)
H (3.085, -2.497, 0.473)
C (2.522, -3.254, -4.219)